DFT (the ωB97M-V functional and the def2-TZVPD basis) results for 2 unconnected molecules or ions with the total composition C9H15N.

Atoms and positions in Å:
C 0.175 1.345 -1.699
C -0.390 2.532 -0.960
C 0.447 3.404 -0.255
C -0.074 4.484 0.457
C -1.450 4.712 0.474
C -2.297 3.854 -0.228
C -1.767 2.776 -0.938
H 1.195 1.565 -2.059
H -0.458 1.096 -2.568
H 0.218 0.468 -1.032
H 1.532 3.234 -0.266
H 0.602 5.157 1.002
H -1.863 5.563 1.031
H -3.381 4.027 -0.226
H -2.440 2.107 -1.491
C -2.012 0.994 2.830
C -1.267 -0.033 1.976
N 0.191 0.096 1.970
H -1.693 0.916 3.882
H -3.101 0.826 2.779
H -1.796 2.014 2.471
H -1.507 -1.053 2.335
H -1.610 0.044 0.926
H 0.551 0.024 2.928
H 0.456 1.030 1.636

Calculated values
- Relative energy (zero: lowest compared OMol25 entry of this formula, charge and spin): 0.0 kJ/mol
- Calculated total energy: -11066.4655 eV
- Structure (SMILES): Cc1ccccc1.CCN
- Charge: 0